# 1
# C59H55O3P2S2SiTi

C59H55O3P2S2SiTi as an isolated structure (the ωB97M-V functional and the def2-TZVPD basis, the OMol25 dataset).

```
123
Properties=species:S:1:pos:R:3
Ti -0.414 -0.261 -0.900
O -0.241 -1.235 0.917
S -0.215 0.004 1.839
C 1.151 -0.194 2.926
C 1.004 -0.781 4.165
C 2.013 -0.735 5.140
C 3.145 -0.016 4.854
C 4.353 0.297 5.696
C 5.260 1.170 4.790
C 4.534 1.239 3.471
C 4.859 1.825 2.282
C 4.007 1.604 1.178
C 2.819 0.900 1.241
P 2.131 0.259 -0.338
C 2.652 -1.484 -0.277
C 1.905 -2.403 -1.010
C 2.265 -3.740 -1.056
C 3.379 -4.174 -0.350
C 4.120 -3.272 0.401
C 3.761 -1.933 0.438
C 3.106 0.981 -1.684
C 2.563 2.046 -2.397
C 3.254 2.597 -3.467
C 4.485 2.076 -3.838
C 5.026 1.004 -3.140
C 4.341 0.456 -2.067
C 2.381 0.430 2.527
C 3.308 0.549 3.572
C -1.710 -0.078 2.791
C -1.675 0.726 3.912
C -2.720 0.791 4.841
C -3.797 -0.020 4.623
C -5.019 -0.248 5.471
C -5.858 -1.281 4.685
C -5.065 -1.545 3.434
C -5.335 -2.349 2.370
C -4.439 -2.310 1.290
C -3.267 -1.577 1.242
P -2.548 -1.570 -0.452
C -1.931 -3.259 -0.716
C -1.642 -4.120 0.338
C -1.099 -5.373 0.084
C -0.844 -5.771 -1.220
C -1.118 -4.909 -2.276
C -1.652 -3.655 -2.026
C -3.920 -1.383 -1.623
C -4.619 -2.460 -2.167
C -5.622 -2.242 -3.099
C -5.934 -0.949 -3.497
C -5.237 0.128 -2.970
C -4.229 -0.091 -2.043
C -2.885 -0.827 2.421
C -3.864 -0.798 3.446
H 0.060 -1.250 4.414
H 1.861 -1.214 6.098
H 4.851 -0.624 6.003
H 4.064 0.816 6.611
H 6.253 0.738 4.668
H 5.402 2.169 5.205
H 5.775 2.385 2.145
H 4.340 1.965 0.213
H 1.013 -2.106 -1.567
H 1.669 -4.436 -1.629
H 3.665 -5.217 -0.378
H 4.985 -3.612 0.955
H 4.350 -1.238 1.024
H 1.592 2.442 -2.126
H 2.822 3.423 -4.018
H 5.020 2.498 -4.678
H 5.980 0.590 -3.436
H 4.761 -0.391 -1.540
H -0.779 1.302 4.112
H -2.638 1.430 5.711
H -5.560 0.687 5.626
H -4.736 -0.613 6.459
H -6.849 -0.900 4.439
H -6.007 -2.201 5.250
H -6.225 -2.961 2.313
H -4.714 -2.885 0.415
H -1.850 -3.821 1.357
H -0.888 -6.043 0.907
H -0.435 -6.754 -1.416
H -0.927 -5.220 -3.295
H -1.878 -2.993 -2.853
H -4.364 -3.475 -1.888
H -6.156 -3.084 -3.520
H -6.715 -0.784 -4.227
H -5.470 1.135 -3.291
H -3.664 0.747 -1.650
C -0.357 1.530 -4.858
Si -0.230 -0.266 -4.352
C -1.613 -1.280 -5.086
C 1.454 -0.974 -4.714
O -0.408 -0.295 -2.677
H -0.688 1.627 -5.894
H 0.606 2.037 -4.767
H -1.082 2.059 -4.234
H -1.772 -0.998 -6.129
H -2.556 -1.118 -4.556
H -1.391 -2.349 -5.072
H 1.676 -0.941 -5.783
H 1.521 -2.017 -4.394
H 2.232 -0.409 -4.194
C 3.392 6.148 -0.411
C 2.103 5.392 -0.557
C 1.733 4.434 0.390
C 0.573 3.699 0.246
C -0.227 3.920 -0.869
C 0.115 4.863 -1.828
C 1.275 5.604 -1.656
S -1.659 2.926 -1.150
C -2.789 3.591 0.063
O -1.315 1.565 -0.549
H 3.650 6.292 0.637
H 3.337 7.123 -0.891
H 4.207 5.592 -0.881
H 2.373 4.260 1.248
H 0.305 2.936 0.969
H -0.507 5.012 -2.703
H 1.548 6.346 -2.395
H -2.326 3.551 1.047
H -3.691 2.981 0.029
H -3.018 4.618 -0.217
```

2S+1 ... 2
HOMO-LUMO gap (spin up / spin down) ... 7.707 / 7.743 eV
Highest occupied orbital energy (spin up / spin down) ... -12.59 / -12.62 eV
ΔE to the lowest compared entry with this formula, charge and spin ... 0.0 kJ/mol
LUMO (spin up / spin down) ... -4.9 / -4.9 eV
Net charge ... +2

# 2
# C59H57ClFN2O5P2ReS2

C59H57ClFN2O5P2ReS2 as an isolated structure (the ωB97M-V functional and the def2-TZVPD basis, the OMol25 dataset).

```
130
Properties=species:S:1:pos:R:3
Re -0.032 0.086 -0.437
S -2.090 -1.315 -1.275
P -2.429 -1.320 0.721
C -1.152 -0.276 1.345
P -0.258 -0.847 2.805
S 1.186 -2.180 2.774
C -1.448 -1.340 4.123
C -2.428 -0.453 4.558
C -3.241 -0.776 5.634
C -3.074 -1.985 6.294
C -2.094 -2.870 5.869
C -1.283 -2.547 4.790
C 0.371 0.700 3.557
C 0.042 1.953 3.055
C 0.609 3.091 3.609
C 1.482 2.983 4.680
C 1.793 1.735 5.200
C 1.247 0.595 4.634
C -4.114 -0.612 0.904
C -4.429 0.325 1.878
C -5.728 0.804 1.990
C -6.712 0.350 1.125
C -6.399 -0.585 0.146
C -5.104 -1.066 0.036
C -2.672 -2.952 1.488
C -3.684 -3.150 2.429
C -3.793 -4.365 3.082
C -2.891 -5.384 2.805
C -1.884 -5.186 1.872
C -1.762 -3.971 1.215
H -2.537 0.504 4.061
H -3.996 -0.074 5.969
H -3.694 -2.229 7.149
H -1.950 -3.814 6.381
H -0.509 -3.227 4.460
H -0.627 2.019 2.210
H 0.385 4.064 3.190
H 1.929 3.873 5.106
H 2.476 1.649 6.037
H 1.512 -0.388 5.004
H -3.645 0.679 2.536
H -5.971 1.535 2.751
H -7.723 0.729 1.204
H -7.164 -0.938 -0.535
H -4.844 -1.787 -0.730
H -4.384 -2.357 2.654
H -4.578 -4.512 3.813
H -2.967 -6.328 3.331
H -1.181 -5.980 1.652
H -0.961 -3.819 0.500
C 2.118 -5.316 -5.314
C 3.304 -4.368 -5.140
C 3.761 -3.826 -6.488
C 4.937 -2.877 -6.302
C 4.519 -1.752 -5.394
C 5.080 -0.497 -5.500
C 4.660 0.531 -4.666
F 5.244 1.739 -4.802
C 3.669 0.347 -3.743
C 3.081 -0.915 -3.630
C 2.001 -1.103 -2.658
O 1.438 -0.111 -2.165
C 1.703 -2.465 -2.361
C 2.172 -3.445 -3.170
N 2.959 -3.240 -4.253
C 3.514 -1.981 -4.437
C 0.912 -2.874 -1.139
O 0.653 -4.068 -1.014
O 0.629 -1.959 -0.302
H 2.295 -5.973 -6.165
H 1.206 -4.745 -5.496
H 1.962 -5.942 -4.438
H 4.141 -4.917 -4.691
H 2.933 -3.289 -6.960
H 4.031 -4.663 -7.132
H 5.265 -2.475 -7.261
H 5.785 -3.418 -5.871
H 5.862 -0.309 -6.225
H 3.324 1.148 -3.103
H 1.893 -4.461 -2.935
Cl 5.085 -0.323 0.846
C 3.380 -0.200 0.368
C 2.753 1.151 0.750
O 3.429 2.074 1.169
O 1.474 1.216 0.579
H 3.342 -0.317 -0.711
H 2.826 -1.005 0.850
C 0.969 2.356 -5.932
C 1.090 2.669 -4.463
C 2.121 3.469 -3.989
C 2.286 3.698 -2.625
C 3.464 4.494 -2.126
C 1.366 3.158 -1.739
C 0.305 2.372 -2.192
C 0.191 2.117 -3.556
N -0.628 1.849 -1.245
C -1.907 2.594 -1.199
C -2.918 2.060 -2.235
C -4.246 2.812 -2.130
C -4.006 4.299 -2.406
C -3.027 4.851 -1.366
C -3.624 4.687 0.032
C -3.849 3.198 0.300
C -4.832 2.636 -0.729
C -2.518 2.456 0.198
C -1.695 4.098 -1.465
H 1.707 2.911 -6.511
H -0.025 2.606 -6.308
H 1.129 1.289 -6.109
H 2.841 3.884 -4.688
H 4.350 4.276 -2.724
H 3.678 4.255 -1.084
H 3.269 5.567 -2.200
H 1.466 3.321 -0.673
H -0.585 1.446 -3.904
H -3.061 0.992 -2.065
H -2.511 2.194 -3.240
H -4.946 2.409 -2.871
H -4.953 4.849 -2.362
H -3.590 4.429 -3.410
H -2.848 5.913 -1.564
H -4.573 5.231 0.100
H -2.945 5.105 0.782
H -4.258 3.061 1.307
H -5.793 3.159 -0.655
H -5.009 1.576 -0.534
H -2.655 1.398 0.412
H -1.804 2.854 0.926
H -0.980 4.494 -0.737
H -1.269 4.249 -2.460
```

2S+1 ... 2
HOMO-LUMO gap (spin up / spin down) ... 6.140 / 6.540 eV
Highest occupied orbital energy (spin up / spin down) ... -4.30 / -4.71 eV
ΔE to the lowest compared entry with this formula, charge and spin ... 0.0 kJ/mol
LUMO (spin up / spin down) ... 1.8 / 1.8 eV
Net charge ... -1

# 3
# C59H62F9KN7O4P2S3

C59H62F9KN7O4P2S3 as an isolated structure (the ωB97M-V functional and the def2-TZVPD basis, the OMol25 dataset).

```
147
Properties=species:S:1:pos:R:3
K 0.793 0.206 1.156
C 2.346 -2.873 1.657
N 1.036 -2.413 2.094
C 0.030 -3.358 1.648
C -0.229 -3.288 0.161
C -0.595 -4.439 -0.524
C -0.840 -4.366 -1.884
C -0.670 -3.150 -2.520
C -0.295 -2.056 -1.756
N -0.119 -2.099 -0.435
C 0.938 -2.128 3.512
C -0.394 -1.524 3.912
C -0.774 -1.548 5.251
C -1.965 -0.954 5.625
C -2.761 -0.375 4.648
C -2.308 -0.403 3.341
N -1.149 -0.949 2.973
C 3.520 -1.982 1.968
C 4.780 -2.571 2.065
C 5.882 -1.775 2.302
C 5.695 -0.411 2.476
C 4.409 0.085 2.373
N 3.344 -0.668 2.095
H 2.321 -2.998 0.568
H 2.564 -3.873 2.074
H -0.904 -3.154 2.173
H 0.318 -4.394 1.900
H -0.645 -5.385 0.003
H -1.106 -5.253 -2.446
H -0.782 -3.048 -3.591
H -0.094 -1.101 -2.228
H 1.714 -1.404 3.781
H 1.110 -3.026 4.135
H -0.127 -2.015 5.983
H -2.266 -0.936 6.665
H -3.699 0.105 4.889
H -2.896 0.046 2.548
H 4.879 -3.641 1.934
H 6.871 -2.211 2.364
H 6.519 0.256 2.688
H 4.223 1.142 2.525
C 2.293 4.045 0.951
C 0.812 4.284 1.284
N -0.105 3.485 0.507
C -0.488 3.963 -0.791
C 0.607 3.881 -1.864
S 1.373 2.242 -2.089
C 3.112 2.576 -1.697
C 3.555 2.286 -0.252
N 2.573 2.651 0.733
H 2.898 4.491 1.756
H 2.573 4.584 0.043
H 0.607 5.365 1.196
H 0.660 4.013 2.328
H -0.880 3.185 1.083
H -0.831 5.016 -0.777
H -1.346 3.373 -1.123
H 1.402 4.594 -1.657
H 0.167 4.183 -2.817
H 3.316 3.609 -1.985
H 3.685 1.930 -2.364
H 4.528 2.791 -0.113
H 3.741 1.216 -0.162
H 2.611 2.107 1.582
C 2.698 -2.310 -6.184
C 1.905 -1.709 -5.035
C 2.225 -0.242 -4.812
O 2.026 -2.543 -3.869
P 3.118 -2.512 -2.679
S 2.995 -4.257 -1.785
S 2.963 -0.896 -1.540
O 4.462 -2.384 -3.591
C 5.687 -1.846 -3.078
C 6.495 -1.418 -4.287
C 6.413 -2.871 -2.225
H 2.458 -1.785 -7.112
H 2.446 -3.365 -6.301
H 3.767 -2.228 -5.992
H 0.840 -1.784 -5.279
H 3.279 -0.098 -4.570
H 1.634 0.175 -3.997
H 1.997 0.305 -5.731
H 5.440 -0.973 -2.467
H 6.708 -2.281 -4.924
H 7.443 -0.977 -3.971
H 5.947 -0.681 -4.876
H 6.627 -3.765 -2.815
H 5.797 -3.164 -1.375
H 7.353 -2.452 -1.859
O -1.473 2.557 3.067
C -0.615 2.192 3.877
N 0.587 1.631 3.600
C 1.219 1.346 4.788
O 2.311 0.820 4.925
C 0.329 1.762 5.942
C 0.470 1.648 7.308
C -0.588 2.092 8.102
C -1.737 2.630 7.527
C -1.862 2.738 6.142
C -0.809 2.292 5.374
H 1.367 1.223 7.740
H -0.521 2.019 9.180
H -2.541 2.967 8.171
H -2.752 3.147 5.680
F -6.009 -5.164 1.351
C -6.624 -4.039 0.956
F -7.420 -4.370 -0.085
F -7.449 -3.667 1.957
C -5.663 -2.946 0.591
C -4.294 -3.158 0.623
C -3.436 -2.121 0.284
C -3.943 -0.886 -0.115
C -5.321 -0.685 -0.139
C -6.180 -1.710 0.217
P -2.687 0.351 -0.591
C -3.576 1.955 -0.482
C -3.433 2.651 0.718
C -3.983 3.914 0.876
C -4.683 4.490 -0.173
C -4.839 3.808 -1.374
C -4.290 2.545 -1.524
C -5.227 5.883 -0.041
F -4.363 6.805 -0.513
F -5.486 6.213 1.236
F -6.375 6.045 -0.731
C -2.625 0.151 -2.419
C -1.705 0.958 -3.086
C -1.436 0.785 -4.431
C -2.103 -0.212 -5.132
C -3.041 -1.009 -4.494
C -3.298 -0.830 -3.140
C -1.825 -0.409 -6.594
F -0.570 -0.060 -6.925
F -1.998 -1.688 -6.977
F -2.648 0.336 -7.368
H -3.897 -4.118 0.923
H -2.362 -2.265 0.328
H -5.720 0.281 -0.429
H -7.252 -1.556 0.207
H -2.847 2.234 1.531
H -3.844 4.448 1.807
H -5.392 4.263 -2.186
H -4.412 2.020 -2.463
H -1.148 1.698 -2.527
H -0.683 1.393 -4.915
H -3.550 -1.790 -5.043
H -4.001 -1.488 -2.645
```

HOMO-LUMO gap ... 6.736 eV
Highest occupied orbital energy ... -4.78 eV
ΔE to the lowest compared entry with this formula, charge and spin ... 0.0 kJ/mol
LUMO ... 2.0 eV
Net charge ... -1